(1)
{"formula": "C29H29N2O5Y", "method": "wB97M-V/def2-TZVPD", "elements": ["C", "C", "C", "H", "C", "C", "H", "C", "C", "C", "H", "C", "C", "H", "H", "H", "H", "H", "H", "Y", "C", "C", "C", "H", "H", "H", "H", "H", "H", "C", "C", "H", "H", "O", "N", "C", "H", "C", "C", "H", "C", "H", "C", "H", "C", "H", "C", "H", "H", "H", "O", "C", "O", "C", "C", "C", "C", "C", "C", "N", "O", "O", "H", "H", "H", "H"], "positions_angstrom": [[-0.505, 2.209, 1.252], [-0.041, 2.428, -0.080], [-0.974, 1.830, -0.975], [0.834, 3.017, -0.365], [-2.007, 1.218, -0.195], [-1.729, 1.472, 1.180], [-2.905, 0.742, -0.594], [2.703, -0.979, 0.471], [2.780, 0.393, 0.098], [2.202, 0.540, -1.195], [3.279, 1.186, 0.657], [1.732, -0.746, -1.615], [2.035, -1.686, -0.566], [-0.980, 1.940, -2.061], [-2.370, 1.204, 2.023], [-0.068, 2.646, 2.154], [1.840, -2.758, -0.607], [2.178, 1.448, -1.802], [3.148, -1.436, 1.355], [0.220, -0.117, 0.344], [1.090, -1.117, -2.929], [1.669, -2.477, -3.349], [1.385, -0.075, -4.019], [2.766, -2.421, -3.375], [1.297, -2.758, -4.335], [1.372, -3.263, -2.648], [2.469, 0.088, -4.109], [0.898, 0.890, -3.812], [1.010, -0.448, -4.982], [-0.459, -1.164, -2.698], [-1.232, -1.754, -3.867], [-0.842, -0.146, -2.522], [-0.707, -1.799, -1.819], [-0.719, -2.626, -4.559], [-2.502, -1.334, -4.157], [-3.412, -0.529, -3.348], [-2.929, -1.855, -4.915], [-3.307, 0.951, -3.645], [-4.112, 1.844, -2.928], [-4.823, 1.434, -2.205], [-3.995, 3.220, -3.132], [-4.610, 3.900, -2.541], [-3.095, 3.711, -4.088], [-3.010, 4.787, -4.247], [-2.321, 2.820, -4.840], [-1.623, 3.188, -5.594], [-2.444, 1.437, -4.633], [-1.876, 0.735, -5.250], [-3.241, -0.716, -2.275], [-4.437, -0.864, -3.571], [1.094, 0.402, 2.457], [0.492, -0.590, 3.008], [-0.276, -1.339, 2.283], [0.696, -0.854, 4.456], [0.000, -1.890, 5.102], [0.236, -2.158, 6.446], [1.174, -1.379, 7.157], [1.859, -0.328, 6.518], [1.616, -0.067, 5.174], [1.446, -1.659, 8.528], [0.836, -2.600, 9.088], [2.292, -0.953, 9.127], [-0.724, -2.482, 4.543], [-0.282, -2.959, 6.969], [2.574, 0.261, 7.088], [2.135, 0.745, 4.670]], "mulliken_charge": [-0.3321, -1.2004, 0.2733, 0.4716, -0.1970, -1.0972, 0.4631, -0.8816, -0.8431, -0.7137, 0.4236, -0.7250, -0.6101, 0.4945, 0.4775, 0.3743, 0.4080, 0.6010, 0.5594, 1.2876, 3.0284, -1.8923, -1.9922, 0.3870, 0.5326, 0.3589, 0.4216, 0.2313, 0.4712, 0.0488, -0.0759, -0.6554, 0.5267, -0.6975, -0.0507, -0.9200, 0.2970, 0.6761, -0.2699, 0.3688, -0.5577, 0.3871, -0.5209, 0.3821, -0.6009, 0.3966, -0.2492, 0.4428, 0.0728, 0.5438, -0.6577, 1.5457, -1.0301, -0.0888, -0.3443, -0.4545, -0.0087, -0.5026, -0.3823, 0.9149, -0.5788, -0.5781, 0.4561, 0.4693, 0.4633, 0.4521], "e_homo_ha": -0.3143, "lumo_ev": -1.22, "charge": 0, "total_energy_ha": -1646.56365, "fmax_ev_per_a": 3.53}

=====

(2)
{"formula": "C20H28CaClGeNOTe", "method": "wB97M-V/def2-TZVPD", "elements": ["Ca", "C", "C", "O", "H", "H", "H", "C", "C", "C", "C", "C", "C", "Te", "C", "C", "C", "H", "H", "H", "H", "H", "H", "H", "H", "H", "H", "H", "Cl", "C", "C", "C", "C", "N", "C", "H", "H", "H", "H", "C", "Ge", "C", "C", "C", "H", "H", "H", "H", "H", "H", "H", "H", "H", "H"], "positions_angstrom": [[-0.181, -0.232, -1.607], [-1.301, -2.220, -4.289], [-1.581, -1.758, -2.839], [-2.605, -2.223, -2.325], [-2.002, -2.994, -4.632], [-0.271, -2.584, -4.350], [-1.373, -1.340, -4.939], [-0.056, 0.373, 6.979], [-0.371, 0.221, 5.513], [-1.056, 1.198, 4.808], [-1.406, 1.033, 3.470], [-2.122, 2.157, 2.770], [-1.093, -0.159, 2.792], [-1.925, -0.600, 0.890], [-0.321, -1.114, 3.483], [0.161, -2.365, 2.797], [0.017, -0.918, 4.816], [-0.347, 1.361, 7.341], [1.012, 0.237, 7.172], [-0.591, -0.375, 7.571], [-1.330, 2.120, 5.316], [-2.003, 3.096, 3.318], [-3.190, 1.944, 2.676], [-1.735, 2.279, 1.759], [0.499, -2.139, 1.787], [-0.646, -3.095, 2.704], [0.983, -2.821, 3.354], [0.598, -1.678, 5.333], [-5.432, 3.226, -3.377], [-3.691, 3.147, -3.254], [-2.930, 4.128, -3.870], [-1.550, 4.006, -3.740], [-1.028, 2.951, -3.021], [-1.778, 2.021, -2.424], [-3.101, 2.120, -2.551], [-3.394, 4.932, -4.421], [-0.896, 4.731, -4.204], [0.045, 2.813, -2.911], [-3.687, 1.348, -2.066], [2.654, -3.129, -1.927], [3.061, -1.120, -1.972], [4.981, -1.343, -2.634], [3.292, -0.803, 0.003], [1.945, 0.254, -2.637], [3.355, -3.651, -1.265], [2.753, -3.557, -2.930], [1.636, -3.330, -1.578], [5.523, -2.066, -2.011], [5.540, -0.403, -2.638], [4.980, -1.727, -3.660], [4.031, -1.474, 0.455], [2.341, -0.950, 0.530], [3.608, 0.226, 0.179], [1.976, 0.247, -3.744]], "mulliken_charge": [0.4909, -1.2447, 0.7328, -0.6395, 0.3302, 0.2040, 0.1491, -1.3860, 0.7074, -1.0460, 1.1007, -1.5515, -0.5197, -0.0953, 1.3755, -1.5276, -0.9672, 0.3354, 0.3207, 0.2809, 0.1943, 0.3762, 0.3020, 0.3121, 0.2261, 0.3168, 0.3694, 0.2726, -0.2622, 0.3355, -0.2772, -0.5510, -0.3106, 0.0318, -0.5247, 0.4250, 0.3711, 0.3900, 0.4070, -1.2986, 0.3312, -1.3973, -0.8257, -0.9355, 0.3433, 0.3384, 0.2875, 0.3314, 0.3906, 0.3576, 0.3485, -0.0571, 0.3155, 0.0157], "e_homo_ha": 0.0332, "lumo_ev": 3.92, "charge": -2, "e_above_lowest_kcal_mol": 15.1, "total_energy_ha": -4391.51775, "fmax_ev_per_a": 1.07}

=====

(3)
{"formula": "C6H11N", "method": "wB97M-V/def2-TZVPD", "elements": ["C", "C", "N", "C", "C", "C", "C", "H", "H", "H", "H", "H", "H", "H", "H", "H", "H", "H"], "positions_angstrom": [[0.375, 2.683, -2.720], [-0.230, 1.757, -1.993], [0.244, 1.181, -0.804], [-0.222, -0.192, -0.550], [0.166, -0.634, 0.827], [-0.328, -1.698, 1.443], [-0.088, -2.018, 2.889], [1.348, 3.088, -2.467], [-0.100, 3.114, -3.589], [-1.137, 1.274, -2.334], [1.258, 1.142, -0.797], [-1.299, -0.199, -0.699], [0.199, -0.876, -1.300], [0.931, -0.055, 1.339], [-1.061, -2.281, 0.895], [0.131, -1.114, 3.451], [-0.961, -2.509, 3.313], [0.773, -2.665, 3.094]], "mulliken_charge": [-0.8130, 0.1440, -0.3784, -0.4440, -0.3837, -0.0786, -1.1525, 0.2465, 0.2395, 0.1943, 0.2502, 0.3525, 0.2852, 0.2694, 0.3460, 0.3289, 0.3240, 0.2697], "e_homo_ha": -0.3053, "lumo_ev": 1.16, "charge": 0, "e_above_lowest_kcal_mol": 37.5, "total_energy_ha": -289.91194, "smiles": "C=CNC/C=C/C", "fmax_ev_per_a": 0.83}

=====

Number 1: frontier orbital gap 7.33 eV. Number 2: frontier orbital gap 3.02 eV. Number 3: frontier orbital gap 9.46 eV.